Density functional theory data (the ωB97M-V functional and the def2-TZVPD basis) for a structure of composition C26H37Br39F8InO2Si.

```
114
Properties=species:S:1:pos:R:3:forces:R:3:mulliken_charge:R:1
C -1.63406 -0.74513 5.12189 1.04 -0.39 -0.17 -0.174
C -2.02151 -1.97828 4.17826 -1.88 1.26 -0.92 1.265
O -3.13853 -1.53371 3.34713 1.28 -0.42 0.16 -0.755
In -2.42973 -0.50543 1.62794 0.18 0.43 -0.31 0.962
C -0.69173 0.85146 2.20754 0.30 -0.41 0.38 -0.939
C -1.69940 -1.92219 0.00137 0.45 -0.34 -1.07 -1.134
C -0.46148 -1.34131 -0.83088 -0.57 -2.06 0.44 -0.157
O -0.61541 0.05683 -1.15507 0.76 -0.22 -0.97 0.199
C 0.51113 0.53223 -1.90912 0.36 0.19 1.67 -0.861
C 0.14854 1.93155 -2.55417 1.63 0.13 1.48 1.011
F -0.81711 2.56710 -1.77362 1.29 -0.98 -1.92 -0.200
F 1.32112 2.73476 -2.43739 -1.80 -1.01 -0.46 -0.352
C -0.20294 1.90119 -4.10186 -0.23 2.00 -0.26 0.442
F 0.97646 2.01651 -4.88452 -2.47 -0.37 2.09 -0.357
F -0.92451 3.09772 -4.36841 0.94 -1.96 0.26 -0.279
C -1.16404 0.71650 -4.55260 -0.44 -1.11 -2.29 0.550
F -1.53441 1.00813 -5.88955 0.80 -0.22 2.12 -0.328
F -0.52874 -0.53395 -4.62237 -1.07 2.28 0.78 -0.226
C -2.55222 0.65572 -3.73371 -1.26 -0.24 -0.26 0.370
F -3.61555 0.70130 -4.67779 1.64 -0.13 1.34 -0.351
F -2.72150 -0.53316 -3.03818 0.65 2.10 -1.16 -0.179
Si -4.44035 0.85310 0.76425 0.72 -0.18 -0.04 0.205
C -5.23419 1.79321 2.23896 0.05 1.04 0.40 -1.036
C -5.64698 -0.27012 -0.21568 -0.44 -0.09 -0.66 -0.729
C -3.77815 2.16555 -0.49961 0.05 0.04 -0.58 -0.194
H -1.79544 -0.97197 6.22160 0.23 0.29 -1.18 0.235
H -2.21024 0.19499 4.83476 0.56 -1.43 0.30 0.056
H -0.52952 -0.51160 4.93283 -1.34 -0.17 0.58 -0.139
H -2.42188 -2.88492 4.74600 0.99 1.31 -0.74 -0.461
H -1.17695 -2.24768 3.45684 -0.63 0.06 1.39 -0.279
H -1.06892 1.54158 3.02347 0.68 -0.59 -0.95 0.266
H 0.10199 0.15598 2.65022 -0.74 1.10 -0.50 -0.079
H -0.27477 1.41896 1.31425 -0.51 -0.63 1.17 0.252
H -1.42284 -2.93046 0.47220 -0.05 1.33 -0.73 0.318
H -2.52383 -2.15320 -0.75087 0.83 0.32 0.99 0.212
H 0.46616 -1.56164 -0.20102 -0.76 0.74 -0.82 -0.104
H -0.35616 -1.90104 -1.82770 0.04 0.65 1.17 0.253
H 0.94106 -0.23114 -2.62595 -0.75 0.91 0.39 0.332
H 1.33153 0.74099 -1.13937 -0.77 0.01 -1.15 0.036
H -2.67379 1.58601 -3.10140 0.13 -1.38 -0.32 0.142
H -5.36945 2.89659 1.95335 -0.16 -1.44 0.39 0.299
H -6.21123 1.35350 2.60802 1.15 0.57 -0.28 0.277
H -4.44697 1.80938 3.07014 -1.26 -0.19 -0.93 0.146
H -6.66608 0.24070 -0.21218 0.96 -1.03 -0.13 0.188
H -5.66960 -1.32292 0.20650 -0.29 1.34 -0.32 0.242
H -5.29833 -0.38498 -1.30116 -0.47 0.29 1.40 0.144
H -2.99520 1.60520 -1.12071 -1.10 0.87 0.81 -0.568
H -3.25388 3.03211 0.01352 -0.65 -0.97 -0.66 0.335
H -4.62437 2.54340 -1.17536 1.25 -0.31 0.79 0.233
C -1.88191 6.35622 -5.73711 -0.06 -0.12 -0.01 0.315
Br -3.57244 6.68723 -4.85030 0.34 -0.03 -0.17 -0.039
Br -1.97626 6.73910 -7.63482 0.04 -0.02 0.33 -0.014
Br -0.42278 7.30633 -4.88439 -0.23 -0.11 -0.15 -0.040
H -1.67191 5.29403 -5.63635 -0.01 0.22 -0.01 -0.202
C 2.38997 7.39361 -7.96456 -0.10 -0.03 0.11 -0.222
Br 2.09302 5.49042 -7.76626 0.08 0.32 -0.06 0.054
Br 4.27727 7.83574 -7.97221 -0.31 -0.10 -0.04 -0.038
Br 1.47500 8.10372 -9.51759 0.19 -0.12 0.21 -0.016
H 1.95378 7.87432 -7.09222 0.07 -0.11 -0.18 0.216
C 1.78083 -0.91856 -8.12985 0.01 0.22 -0.03 -0.361
Br 3.39632 -1.89892 -7.69854 -0.26 0.12 -0.03 -0.024
Br 0.29111 -2.10738 -8.48593 0.24 0.16 0.07 -0.045
Br 1.34816 0.39087 -6.76941 0.66 -0.81 -1.13 0.167
H 1.97757 -0.37168 -9.04882 -0.01 -0.18 0.15 0.314
C 0.02259 -5.11107 5.70572 -0.09 -0.08 0.00 -0.407
Br -1.71492 -4.62103 6.41391 0.51 -0.43 0.17 0.021
Br 0.15253 -4.79406 3.79864 0.04 -0.11 0.37 -0.024
Br 1.45214 -4.24396 6.69177 -0.24 -0.07 -0.12 -0.040
H 0.13783 -6.18103 5.85584 -0.01 0.25 -0.02 0.381
C -7.24188 1.56899 -4.67748 0.12 0.00 0.11 -0.029
Br -8.00832 3.03834 -5.68476 0.08 -0.23 0.14 -0.040
Br -7.19578 1.94445 -2.77786 -0.05 -0.08 -0.44 0.066
Br -8.13612 -0.10791 -5.05792 0.11 0.30 0.07 -0.025
H -6.21082 1.46154 -5.00585 -0.21 0.01 0.07 0.032
C 5.07636 -1.88772 -11.92931 0.01 0.05 -0.03 -0.322
Br 5.81530 -0.42158 -10.89960 -0.15 -0.28 -0.14 -0.011
Br 5.97726 -3.56100 -11.54912 -0.18 0.29 -0.02 -0.010
Br 3.15866 -2.03479 -11.69558 0.29 0.01 0.00 0.001
H 5.25314 -1.66178 -12.97744 -0.04 -0.06 0.23 0.338
C 4.35304 -3.79875 2.22429 -0.07 -0.06 0.04 -0.354
Br 2.90917 -2.95387 1.24817 0.21 -0.09 0.21 0.002
Br 6.04987 -2.91256 1.91004 -0.28 -0.10 -0.03 0.067
Br 3.96005 -3.93198 4.11503 0.10 0.11 -0.34 -0.005
H 4.44495 -4.81268 1.84343 0.01 0.23 0.07 0.360
C 2.23719 0.72635 6.75968 0.04 0.06 -0.12 -0.501
Br 1.72018 -0.55904 8.11413 0.02 0.18 -0.16 -0.068
Br 2.80593 -0.16174 5.13388 -0.18 0.15 0.24 0.250
Br 0.84239 2.02707 6.41828 0.24 -0.28 0.06 -0.040
H 3.09278 1.27284 7.14768 -0.17 -0.15 -0.09 0.423
C 7.28577 -1.22906 5.10533 -0.16 0.04 0.00 0.437
Br 7.59542 0.52093 4.33287 -0.06 -0.34 0.13 0.010
Br 8.93779 -2.21694 5.33786 -0.24 0.17 -0.06 -0.055
Br 6.27167 -1.12008 6.75309 0.25 -0.03 -0.24 -0.071
H 6.67880 -1.78708 4.39518 0.12 0.11 0.16 -0.395
C 9.36443 -1.97135 -0.80346 0.03 -0.01 -0.03 -0.315
Br 8.74904 -0.45004 -1.83424 0.05 -0.27 0.21 -0.027
Br 9.19984 -1.66109 1.10248 0.06 0.03 -0.28 -0.038
Br 8.48465 -3.61116 -1.34438 0.12 0.30 0.10 -0.028
H 10.42323 -2.09305 -1.01578 -0.23 0.03 0.05 0.342
C -5.38724 -2.62716 7.32083 -0.24 0.30 -0.12 -0.425
Br -5.28206 -4.27072 6.29961 -0.01 0.24 0.15 -0.062
Br -4.16246 -2.63962 8.82557 -0.32 -0.03 -0.49 0.058
Br -5.13230 -1.07027 6.19857 0.05 -0.46 0.18 0.043
H -6.39355 -2.56768 7.72706 0.23 -0.08 -0.07 0.366
C -2.25283 -4.44458 11.81385 -0.02 0.00 -0.10 -0.284
Br -1.96630 -2.66924 11.09400 0.28 -0.31 0.47 -0.033
Br -0.58808 -5.41583 12.01644 -0.28 0.20 -0.01 -0.025
Br -3.26489 -4.39656 13.46637 0.19 0.01 -0.25 -0.030
H -2.85300 -4.98864 11.08829 0.12 0.13 0.13 0.316
C 4.54401 2.46154 1.07802 -0.14 -0.08 -0.06 -0.452
Br 3.26892 1.05723 1.46734 0.22 0.28 -0.04 0.169
Br 4.63053 3.76942 2.50599 0.02 -0.25 -0.19 -0.040
Br 6.29509 1.74551 0.64929 -0.22 0.07 0.08 0.000
H 4.18627 2.98004 0.19180 0.09 -0.10 0.20 0.320
```
Positions in Å, forces in eV/Å.

Its multiplicity is 1. As for the charge: -1. The value obtained for the electronic energy is -102828.26526 hartree.